Entry 1:
Entry from the Open Molecules 2025 dataset: a molecular structure, C3H4IrMgO4 in a non-equilibrium geometry (ωB97M-V/def2-TZVPD).

Summary:
- strongest force on any atom (eV/A) = 6.6
- total charge = +2
- molar mass (g/mol) = 320.58
- energy above the lowest of the compared OMol25 structures with the same formula, charge and spin (kJ/mol) = 12.3
- HOMO energy (alpha / beta) (eV) = -14.15 / -18.03
- total energy (eV) = -19622.367
- 2S+1 = 6
- gap between HOMO and LUMO (alpha / beta) (eV) = 5.39 / 7.02

CARTESIAN COORDINATES (ANGSTROEM)
O 2.02256 -0.09422 0.19729
C 0.81751 0.41826 -0.07521
O 0.19275 1.20159 0.89516
C 1.04880 2.10409 1.65176
Mg 2.81997 0.94984 1.59482
H -0.61691 -0.98216 -0.77307
H 0.53049 2.26565 2.60857
H 1.05479 3.08073 1.13053
H 0.48113 0.63647 -1.10174
O -2.72135 -1.55338 -1.15876
C -1.49231 -1.83393 -1.20424
O -1.11578 -2.90629 -1.75194
Ir -3.02163 -3.28666 -2.01318

Atom charges from the Mulliken analysis, given in e for atoms 1 to 4: -0.751, 0.228, -0.238, -0.721

Entry 2:
Entry from the Open Molecules 2025 dataset: a molecular structure, C39H38N8O2RuS2Sb in a non-equilibrium geometry (ωB97M-V/def2-TZVPD).

Summary:
- strongest force on any atom (eV/A) = 1.5
- total charge = +2
- molar mass (g/mol) = 937.75
- energy above the lowest of the compared OMol25 structures with the same formula, charge and spin (kJ/mol) = 64.5
- HOMO energy (alpha / beta) (eV) = -11.53 / -11.52
- total energy (eV) = -87852.806
- 2S+1 = 6
- gap between HOMO and LUMO (alpha / beta) (eV) = 6.35 / 4.28

CARTESIAN COORDINATES (ANGSTROEM)
Ru 0.64617 -0.67560 -1.46738
C 2.88614 1.57027 -2.12376
C 3.60582 0.45229 -1.43570
C 4.91432 0.59319 -0.99009
C 5.53144 -0.45499 -0.33178
C 4.81199 -1.61941 -0.09586
C 3.50518 -1.69728 -0.54482
N 2.94331 -0.69844 -1.23309
Sb 2.34585 -3.43450 0.20368
C 1.24535 -3.94281 -1.61972
C 1.35122 -5.22089 -2.14137
C 0.50120 -5.58550 -3.17634
C -0.43760 -4.67693 -3.62820
C -0.48866 -3.40659 -3.06194
C -1.51223 -2.40758 -3.51199
N 0.36120 -3.05889 -2.08548
C 0.46247 -2.61054 0.98909
C 0.13407 -2.94962 2.28870
C -1.10245 -2.55463 2.78217
C -1.97223 -1.85843 1.96227
C -1.58174 -1.54274 0.66647
C -2.49264 -0.80140 -0.26526
N -0.37541 -1.92124 0.21503
H 3.48716 2.47565 -2.12868
H 1.94778 1.78116 -1.60008
H 2.65159 1.29215 -3.15238
H 5.43118 1.52922 -1.14767
H 6.54991 -0.35769 0.01995
H 5.26213 -2.44843 0.43377
H 2.07977 -5.91523 -1.74527
H 0.57514 -6.57044 -3.61839
H -1.14286 -4.93741 -4.40576
H -1.45472 -2.24519 -4.58866
H -1.36185 -1.45838 -2.99747
H -2.51690 -2.77163 -3.29324
H 0.83871 -3.49227 2.90379
H -1.38524 -2.79458 3.79862
H -2.94732 -1.55235 2.31508
H -3.15576 -0.13615 0.28441
H -3.11216 -1.51192 -0.81595
H -1.91409 -0.21262 -0.98105
N 2.97350 -2.76733 -3.78743
C 2.14326 -1.90448 -4.40900
N 1.41288 -0.99069 -3.81553
C 0.69466 -0.25433 -4.74262
C 0.84516 -0.64049 -6.02967
S 1.94899 -1.95748 -6.13771
C -0.09763 0.86188 -4.26708
C -0.60657 1.85930 -5.02150
S -1.40109 3.02797 -4.03497
C -0.97033 2.10244 -2.62966
N -0.31870 0.98763 -2.90055
N -1.31959 2.50572 -1.39930
H 3.28506 -2.52655 -2.86121
H 3.60444 -3.30646 -4.35685
H 0.38566 -0.22594 -6.91064
H -0.55183 1.99461 -6.08804
H -1.60382 3.46371 -1.28092
H -0.85565 2.04269 -0.62167
C -5.43881 4.08076 3.50059
C -4.31631 3.18290 3.94057
C -4.42305 2.48658 5.13819
C -3.39840 1.66465 5.58175
C -2.25972 1.51460 4.81635
C -2.13157 2.20660 3.60810
N -1.00167 2.00081 2.79435
C 0.28620 1.77721 3.23034
C 0.69257 2.26325 4.48453
C 1.98587 2.09326 4.92613
C 2.91567 1.40449 4.15369
C 2.53910 0.91199 2.92483
C 1.24596 1.10065 2.42836
C 0.97669 0.55084 1.07333
O 1.72762 -0.33397 0.60582
O 0.03305 0.97599 0.32965
C -3.15176 3.06759 3.17418
C -2.97420 3.89726 1.93206
H -6.31919 3.92563 4.11978
H -5.71229 3.90122 2.45970
H -5.14740 5.13029 3.58748
H -5.31934 2.59545 5.73539
H -3.50037 1.12467 6.51361
H -1.47568 0.83478 5.12215
H -1.13458 1.88249 1.80955
H -0.01987 2.82358 5.07216
H 2.27860 2.50122 5.88430
H 3.92802 1.27678 4.51055
H 3.24473 0.36737 2.31147
H -1.91813 4.02695 1.69246
H -3.40690 4.88680 2.07331
H -3.48850 3.43347 1.08399

Atom charges from the Mulliken analysis, given in e for atoms 1 to 4: 0.464, -1.015, 0.480, -0.974

Q: Among the records above, which one has the lowest strongest force on any atom?
A: C39H38N8O2RuS2Sb

Q: What is the strongest force on any atom in the first record?
A: 6.6 eV/A